Computed, not measured: a cluster of 7 separate species, C54H116F6N6O2P in total, with the ωB97M-V functional and the def2-TZVPD basis.

Last column: Mulliken charge in e.
CARTESIAN COORDINATES (ANGSTROEM)
H1 -1.115 -6.112 5.200  0.437
C1 5.617 1.048 -2.449  -1.020
H2 -5.559 6.208 -2.983  0.407
H3 7.968 0.747 -1.308  0.499
H4 -5.538 -3.869 -3.427  0.384
H5 1.428 9.440 6.691  0.412
C2 3.366 1.211 -0.050  0.608
H6 5.877 0.095 -2.904  0.380
C3 -3.741 4.709 -4.340  -1.652
N1 -3.361 3.927 -2.046  0.925
H7 -2.720 4.538 -4.685  0.442
H8 6.133 2.518 0.548  0.444
C4 0.920 7.377 6.099  -0.222
C5 -2.814 -2.550 -3.985  -1.469
H9 -1.130 5.567 0.100  0.212
H10 1.141 1.475 5.553  0.488
H11 4.585 -4.430 -3.176  0.416
C6 -3.065 -4.688 1.997  -1.235
H12 1.774 5.635 7.030  0.533
H13 -2.547 -0.901 -1.894  0.481
C7 1.664 -3.196 5.895  -1.441
C8 -2.972 6.326 -2.704  -1.351
H14 1.271 -2.224 6.189  0.331
C9 -3.210 -1.758 -1.771  -2.440
H15 2.850 -4.939 -5.064  0.526
C10 -1.665 5.350 -0.825  -0.995
H16 -1.440 4.212 5.862  0.400
H17 0.518 -6.001 -1.578  -0.016
C11 -2.483 6.566 -1.273  -0.864
H18 -5.553 5.365 -1.317  0.281
H19 2.690 8.706 5.812  0.377
H20 2.760 1.032 -0.941  0.153
H21 0.274 -4.671 2.422  0.469
H22 2.188 3.633 5.685  0.434
C12 -4.036 -1.455 -5.888  -1.229
C13 2.208 -4.246 -4.515  -0.731
H23 2.235 -3.641 6.707  0.420
C14 1.345 -2.109 -2.697  1.318
C15 -6.470 -1.489 -5.178  -1.298
C16 2.352 -5.945 -2.679  -0.728
C17 -0.612 -3.589 4.663  0.216
C18 -0.447 -5.361 2.866  -0.725
H24 0.952 -5.020 5.091  0.263
H25 -1.345 6.046 5.840  0.378
C19 0.460 -4.198 5.608  -0.455
F1 0.224 0.629 1.445  -0.140
H26 -2.111 1.905 -0.733  0.585
H27 -7.187 -0.874 -4.630  0.433
H28 -3.935 -1.297 -1.092  0.774
H29 -1.117 3.681 3.185  0.193
C20 -4.895 -3.500 -2.628  -1.548
H30 2.504 3.030 -0.060  0.078
F2 1.326 -1.137 0.320  -0.363
C21 2.200 -2.809 -4.911  -1.012
H31 2.869 0.652 0.744  0.026
H32 2.923 -6.207 -1.788  0.440
H33 2.035 -2.709 -5.986  0.542
H34 -0.220 5.949 3.673  0.463
C22 1.114 -2.100 -4.198  -0.132
H35 -0.886 2.966 -1.468  0.472
H36 -4.209 3.756 -4.591  0.270
H37 1.752 -3.702 -1.097  0.738
F3 -0.208 0.100 -0.770  -0.408
C23 -0.897 5.108 6.151  -0.963
C24 -5.364 5.318 -2.386  -1.217
O1 -5.661 -0.728 -2.706  -0.320
H38 -3.208 -3.656 3.955  0.501
C25 -2.571 4.034 -0.775  1.657
H39 -5.866 1.093 -4.437  0.507
H40 1.371 -8.379 -3.120  0.482
H41 4.643 4.389 -0.432  0.453
H42 1.019 3.562 6.985  0.439
H43 -6.563 -2.480 -4.736  0.253
H44 -5.516 0.983 -6.133  0.535
C26 7.705 0.548 0.793  -0.271
C27 1.913 8.475 6.543  -1.559
H45 3.733 2.831 1.289  0.377
H46 0.203 7.381 6.923  0.311
H47 -1.835 -6.876 2.196  0.332
H48 0.221 4.051 2.147  0.107
H49 -0.058 -8.422 -2.293  0.405
H50 1.455 5.295 3.662  0.347
C28 -3.914 5.075 -2.852  1.079
H51 -0.420 2.138 5.722  0.418
H52 -2.091 6.359 -3.350  0.486
H53 -3.768 -5.464 2.320  0.486
H54 -2.538 -5.787 0.210  0.483
H55 -2.203 -2.911 2.729  0.214
H56 4.231 3.304 -1.682  0.383
C29 0.555 2.353 5.281  -1.217
C30 0.910 -6.488 -2.478  0.133
C31 -2.032 -5.666 4.822  -0.878
C32 1.120 3.614 5.901  -0.691
H57 1.291 -4.784 -4.771  0.504
F4 -1.798 -0.592 0.885  -0.439
H58 -0.616 5.112 7.202  0.371
H59 -6.806 -1.472 -6.212  0.450
H60 -0.166 -2.929 3.919  -0.447
H61 -2.520 -5.000 5.529  0.405
C33 0.568 2.526 3.717  0.288
H62 -2.124 -1.704 -3.961  0.556
H63 -3.839 -4.104 1.491  0.493
N2 2.501 -4.427 -3.003  0.408
C34 1.499 5.991 6.033  -0.656
H64 1.549 -8.334 -1.344  0.349
C35 -0.036 3.839 3.187  0.263
H65 6.296 1.770 -2.905  0.403
H66 8.162 1.520 0.992  0.328
H67 -4.099 5.482 -5.019  0.469
H68 -2.865 4.318 1.391  0.157
C36 -3.424 4.036 0.501  -1.626
H69 -1.249 -2.929 5.253  0.662
H70 6.963 -0.641 -0.848  0.414
O2 -3.930 2.847 -2.296  -0.223
P1 -0.214 -0.720 0.650  1.435
C37 0.419 5.112 3.944  -1.276
H71 -4.330 -4.367 -2.288  0.314
H72 -5.577 -3.217 -1.825  0.464
H73 -3.958 3.101 0.669  0.461
H74 -3.229 6.747 -0.500  0.360
C38 -2.028 -5.256 1.014  0.320
C39 8.827 -0.439 1.034  -1.462
H75 0.047 -4.389 6.595  0.402
H76 -4.082 -3.596 -5.478  0.373
H77 2.409 8.295 7.497  0.367
H78 1.594 2.467 3.347  0.083
C40 0.943 -8.008 -2.183  -1.529
H79 2.230 -3.101 4.969  0.371
C41 4.570 3.323 -0.644  -1.133
C42 5.918 2.583 -0.519  -0.726
C43 -3.959 -2.306 -2.977  2.028
C44 3.842 -3.779 -2.713  -1.150
N3 -1.370 -4.656 3.840  0.121
C45 -2.487 -3.868 3.169  -0.511
H80 -4.174 1.222 -5.049  0.418
H81 -0.844 5.033 -1.474  0.596
H82 5.117 0.100 0.662  0.301
C46 -1.608 2.865 -0.648  -2.021
H83 -2.489 -2.955 -5.965  0.445
F5 -0.628 -2.095 -0.190  -0.618
N4 5.819 1.115 -0.940  0.591
C47 3.498 2.694 0.233  -0.336
C48 -3.397 -2.754 -5.394  -0.944
H84 -4.613 -1.693 -6.782  0.452
H85 -4.210 4.796 0.492  0.456
H86 0.422 -1.829 -2.192  -0.648
H87 -1.810 7.411 -1.425  0.454
C49 -5.099 -0.846 -4.922  1.203
F6 0.033 -1.553 1.991  -0.345
H88 -5.916 4.463 -2.778  0.409
C50 -5.132 0.713 -5.150  -2.094
H89 6.779 2.980 -1.053  0.508
H90 2.112 -1.415 -2.354  -0.419
N5 0.469 4.934 5.466  0.236
H91 -2.696 -2.532 -1.205  0.159
H92 -2.710 -6.404 4.403  0.335
H93 4.639 1.397 -2.774  0.376
H94 -2.130 -3.357 -3.715  0.490
H95 -0.013 1.734 3.254  -0.096
H96 9.243 -0.390 2.037  0.368
H97 0.156 -6.193 -3.209  0.324
H98 4.517 -0.527 -0.768  0.383
H99 3.136 -2.264 -4.782  0.222
H100 -3.404 7.184 -3.225  0.613
H101 4.042 -2.742 -2.954  0.332
N6 -4.764 -1.098 -3.449  1.099
C51 4.642 0.433 -0.264  -1.487
H102 -3.262 -0.774 -6.240  0.411
H103 8.616 -1.438 0.646  0.361
C52 7.159 0.415 -0.659  -0.800
H104 0.227 -6.002 3.435  0.483
H105 4.020 -3.960 -1.652  0.454
C53 1.495 -3.599 -2.149  -0.982
H106 9.668 -0.196 0.378  0.372
H107 1.160 -1.073 -4.568  0.547
H108 -0.850 2.969 0.128  0.100
H109 2.517 5.926 5.643  0.452
H110 -1.520 -4.368 0.625  -0.429
H111 -0.373 -6.596 1.103  0.405
C54 -1.120 -6.169 1.770  -0.895
H112 6.973 0.469 1.600  0.409
H113 0.488 -3.982 -2.302  0.079
H114 0.398 7.715 5.203  0.273
H115 0.146 -2.500 -4.507  -0.307
H116 2.843 -6.441 -3.518  0.420

Computed properties:
- LUMO level: -12.5583 eV
- Net charge: +5

***

Computed, not measured: a structure of composition C4H9NNa, with the ωB97M-V functional and the def2-TZVPD basis.

Last column: Mulliken charge in e.
CARTESIAN COORDINATES (ANGSTROEM)
N1 1.346 2.321 1.289  -0.330
C1 2.068 3.522 1.729  -0.669
H1 3.904 1.287 3.150  0.299
H2 1.754 0.261 1.644  0.387
C2 1.968 1.253 2.084  -0.669
C3 3.475 1.580 2.173  -0.468
H3 1.933 4.348 1.005  0.387
H4 1.512 1.280 3.092  0.261
H5 4.133 3.337 1.025  0.252
H6 1.573 2.156 0.300  0.301
C4 3.542 3.110 1.934  -0.468
H7 1.624 3.843 2.692  0.261
H8 4.008 3.650 2.781  0.299
Na1 -1.770 2.504 1.587  0.903
H9 4.032 1.038 1.384  0.252

Computed properties:
- LUMO level: -4.9739 eV
- Net charge: +1

***

Computed, not measured: a structure of composition C2H6FN2, with the ωB97M-V functional and the def2-TZVPD basis.

Last column: Mulliken charge in e.
CARTESIAN COORDINATES (ANGSTROEM)
H1 -1.296 -1.326 -1.480  0.227
H2 0.596 2.028 -0.320  0.348
H3 0.434 -2.285 0.129  0.225
N1 -0.999 -0.435 -1.094  -0.325
H4 1.279 -1.109 1.082  0.239
C1 -0.071 -0.352 -0.193  0.481
H5 -1.449 0.390 -1.464  0.238
N2 0.585 -1.310 0.373  -0.313
H6 -0.639 1.720 1.041  0.360
F1 1.277 1.233 1.383  -0.232
C2 0.282 1.445 0.541  -0.249

Computed properties:
- LUMO level: -3.4192 eV
- Net charge: +1
- Energy relative to the best compared isomer or geometry (same formula, charge and spin): 119.5 kJ/mol

***

LUMO level of number 3 (C2H6FN2)?
-3.4192 eV

***

Look up the LUMO level of the second one.
-4.9739 eV